Entry from the OMol25 dataset: a structure of composition C20H19AuCl2N2O2S2Si2 (ωB97M-V with the def2-TZVPD basis set).

The calculation puts the calculated total energy at -3465.1592 Eh. As for the energy above the lowest of the compared OMol25 structures with the same formula, charge and spin: 18.79 kJ/mol. Its total charge is -2.

Geometry (Å):
H -3.0065 -0.8763 -0.4576
C 0.4364 -4.1813 2.1311
Si 1.1693 1.5783 -0.9539
C 0.1363 3.8935 -2.4080
C -2.7093 2.0334 1.5203
H -2.1231 2.8473 1.9478
C -2.2597 -3.6036 2.0589
H -3.7157 0.5867 -1.1805
Si -1.7370 1.1981 0.1384
H -2.9434 5.2835 -2.6152
C -2.7798 0.0683 -0.9468
C -0.4793 -5.2245 2.0961
H -0.6389 5.5825 -3.4818
H -2.2611 -0.1227 -1.8876
C -0.0067 -6.5769 2.1043
C 2.6012 2.6833 -0.4423
O 3.9661 0.4556 1.6930
H -3.4464 3.4449 -1.0704
C -1.8548 -4.9347 2.0579
S 1.2618 -1.6115 2.2508
N 0.3818 -7.6616 2.1214
C 3.8680 -0.2036 0.6540
H 5.9730 -0.7198 0.9588
C -1.4282 2.6750 -1.0333
C -1.3537 -2.5464 2.1105
H 1.1407 4.0350 -2.7943
C -0.8628 4.7680 -2.8009
C -2.4323 3.5623 -1.4406
C 1.5354 0.5669 -2.4961
H 2.0970 -0.3275 -2.2383
C 0.0443 -2.8374 2.1462
C -2.8398 -5.9700 2.0193
Cl 5.0225 -2.6515 0.0361
H 0.6021 0.2905 -2.9917
C 5.1992 -0.8936 0.2208
H -3.6053 2.4692 1.0684
S -1.9410 -0.9131 2.1781
H 2.1266 1.1644 -3.1973
H 2.8183 3.3587 -1.2770
O 2.8977 -0.3772 -0.1088
C -2.1561 4.6004 -2.3140
H 1.4953 -4.4044 2.1490
H 2.3235 3.2925 0.4194
H 3.5020 2.1351 -0.1905
H -3.3173 -3.3752 2.0321
Cl 5.8007 -0.1764 -1.3128
Au 0.3033 0.1996 0.7414
H -3.0200 1.3616 2.3175
N -3.6517 -6.7883 1.9918
C -0.1326 2.8428 -1.5241

Forces on the atoms, in the same order (eV/Å):
0.0 0.0 0.0
0.0 0.0 0.0
0.2 0.0 -0.1
0.0 0.0 0.0
0.0 -0.1 0.0
0.1 0.0 0.0
0.0 0.0 0.0
0.0 0.0 0.0
0.1 0.3 -0.3
0.0 0.0 0.0
-0.1 0.0 0.1
0.0 0.0 0.0
0.0 0.0 0.0
0.0 0.0 0.0
0.0 -0.1 0.0
0.0 0.0 0.0
0.1 0.1 0.1
0.0 0.0 0.0
0.1 0.0 0.0
0.2 0.1 -0.2
0.0 0.1 0.0
-0.2 0.0 0.0
0.0 0.0 0.0
-0.1 0.0 0.0
0.2 0.1 0.0
0.0 0.0 0.0
0.0 0.0 0.0
0.0 -0.1 0.0
0.0 0.0 0.0
0.0 0.0 0.0
-0.2 0.0 0.0
-0.1 -0.1 0.0
0.0 0.0 0.0
0.0 0.0 0.0
0.1 0.0 0.1
0.0 0.0 0.0
0.1 -0.1 0.0
0.0 0.0 0.0
0.0 0.0 0.0
0.3 0.0 -0.2
0.0 0.1 -0.1
0.0 0.0 0.0
0.0 0.0 0.0
0.0 -0.1 0.0
0.0 0.0 0.0
0.0 0.0 0.0
-0.6 -0.3 0.5
0.0 0.0 0.0
0.0 0.0 0.0
0.0 0.0 0.0

These are the Mulliken partial charges, in e, on atoms 1 to 6: atom 1 (H): 0.210, atom 2 (C): -1.043, atom 3 (Si): 0.868, atom 4 (C): -0.484, atom 5 (C): -1.228, atom 6 (H): 0.290

=====

Entry from the OMol25 dataset: the molecule C20H19BrN2O4S at a distorted geometry (ωB97M-V with the def2-TZVPD basis set).

The calculation puts the calculated total energy at -4156.1996 Eh. The SMILES is O=C(CN(Cc1ccccc1)S(=O)(=O)c1ccc(Br)cc1)NCc1ccco1. As for the energy above the lowest of the compared OMol25 structures with the same formula, charge and spin: 0.00 kJ/mol. Its total charge is 0.

Geometry (Å):
H -1.0399 -2.9378 -1.2133
C -0.6315 -0.9920 0.6246
H -3.5379 2.7241 -2.1945
O 0.1327 2.5583 -0.1109
H 0.5656 0.8523 -1.9497
C 0.0703 -2.3179 0.5074
H -1.3587 2.0911 -1.1685
C -1.5158 0.2259 -1.9643
O -2.1772 -0.6571 -2.4695
H 4.9598 -0.8449 0.0774
C 1.4615 -4.7073 0.2150
C -0.0433 0.0311 -1.5691
H -2.2708 1.7664 1.1334
C 4.4589 2.5121 -0.0103
C -4.3609 1.9198 1.8927
H 0.1949 -5.0554 -1.4747
H 2.5607 -4.0997 1.9493
H 2.4964 -0.7929 0.3918
N 0.0899 0.0213 -0.1305
C 4.4286 0.0939 0.1048
C 1.7769 -3.8441 1.2513
C 3.0861 2.5297 0.1669
C -3.9347 1.8405 -0.2871
H 2.0013 -5.6357 0.1020
H -3.8938 0.9817 -2.2428
H 1.3190 -1.9829 2.2113
C 0.4476 -4.3811 -0.6700
S 0.6287 1.3982 0.5907
H -6.5443 2.0658 1.4894
N -1.9751 1.4512 -1.6609
H 5.0129 3.4309 -0.1249
C -3.3823 1.7691 -1.6785
H -0.6394 -0.6441 1.6583
H 0.3175 -0.9173 -1.9793
C -0.2457 -3.1912 -0.5262
C 5.1149 1.2908 -0.0371
C 3.0559 0.1230 0.2819
H -4.2478 1.9367 2.9568
Br 6.9949 1.2549 -0.2799
O 0.3788 1.3093 1.9968
H -1.6621 -1.0664 0.2604
O -5.2719 1.9377 -0.1352
H 2.5358 3.4566 0.1885
C 1.0848 -2.6539 1.3962
C -5.5193 1.9859 1.1874
C -3.3217 1.8251 0.9313
C 2.3997 1.3386 0.3116

Forces on the atoms, in the same order (eV/Å):
-0.1 0.1 -0.1
0.0 -0.2 0.4
0.0 -0.1 0.0
0.2 0.0 -0.1
0.0 -0.1 -0.2
-0.1 0.0 0.0
0.0 -0.1 -0.1
0.5 0.1 0.0
-0.1 -0.4 -0.1
0.0 -0.1 0.0
0.0 -0.1 0.0
0.0 -0.1 -0.4
0.2 0.0 0.0
0.0 -0.1 0.0
-0.6 0.0 -0.2
0.0 -0.1 -0.1
0.1 0.0 0.1
0.0 -0.1 0.0
0.2 1.0 0.5
0.1 0.1 0.0
0.1 0.0 0.1
-0.1 0.1 0.0
0.8 -0.1 0.3
0.0 -0.1 0.0
0.1 0.2 0.0
0.0 0.1 0.1
0.0 -0.1 -0.1
0.5 -0.3 -0.2
-0.2 0.0 -0.1
-0.3 0.5 0.2
0.0 0.0 0.0
-0.4 -0.1 -0.1
-0.2 -0.2 -0.1
-0.1 0.2 0.0
0.0 0.0 0.1
0.1 0.0 0.0
0.0 -0.1 0.0
-0.1 0.0 0.2
-0.1 0.0 0.0
0.0 -0.2 0.1
0.1 0.1 0.1
-0.1 0.0 -0.5
0.0 0.2 0.0
-0.1 0.0 0.0
0.3 0.0 0.9
-0.1 0.0 -0.6
-0.6 0.0 0.0

These are the Mulliken partial charges, in e, on atoms 1 to 6: atom 1 (H): 0.468, atom 2 (C): -1.132, atom 3 (H): 0.303, atom 4 (O): -0.865, atom 5 (H): 0.514, atom 6 (C): 0.140

=====

Entry from the OMol25 dataset: a structure of composition C20H19Cl3CuNOSSeSi (ωB97M-V with the def2-TZVPD basis set).

The calculation puts the calculated total energy at -7013.8525 Eh. As for the energy above the lowest of the compared OMol25 structures with the same formula, charge and spin: 34.03 kJ/mol. Its total charge is -1. As for the spin multiplicity: 2. Its expectation value of S² is 0.756.

Geometry (Å):
H 5.0443 -0.2053 -0.4883
H -5.4400 4.2781 -1.4246
H -5.0298 3.3367 0.8322
H -1.7403 -4.6371 2.5534
H 3.9595 2.1991 2.8940
C 2.1923 3.4021 -0.5226
C 4.4996 1.4797 2.2750
C -1.2649 -2.5666 2.3014
H -3.6960 1.2749 1.0915
H -4.4421 3.1716 -3.4048
C 0.0778 2.4178 -0.9573
C 0.8713 3.5454 -0.9436
Cl -1.7359 0.4471 4.8554
H 4.8015 4.4317 0.9808
S 2.1756 -0.5798 0.2596
H 6.3353 3.6196 0.6761
N 0.5606 1.2290 -0.6096
Se -2.4424 -0.6414 -0.8105
C -1.7344 -3.6556 3.0055
H 0.4678 4.5047 -1.2346
C -3.5320 1.6030 -2.2638
C -2.2011 -3.4652 4.2926
C -3.3279 1.0403 -1.0033
H 4.0182 0.5087 2.3938
H 5.5256 1.4082 2.6455
C 5.2956 3.6917 0.3473
C -1.2256 -1.2315 2.7967
C -4.2871 2.7583 -2.4149
H -3.0982 1.1169 -3.1288
H -0.9653 2.4330 -1.2544
Cl -2.7963 -4.8274 5.2140
C -4.8384 3.3853 -1.3062
C 1.8396 1.0690 -0.2045
H 5.4291 1.0872 -1.6263
H -2.5604 -2.0471 5.8641
H 2.8221 4.2843 -0.4794
Cl -0.6590 -2.8546 0.6781
H 6.5032 0.7731 -0.2525
C -2.1969 -2.2016 4.8579
C -4.6160 2.8504 -0.0432
C -1.7259 -1.1326 4.1265
C 5.4585 0.7997 -0.5731
H 5.2982 4.0686 -0.6780
C -3.8672 1.6929 0.1072
Si 4.4802 1.9991 0.4793
C 2.7166 2.1731 -0.1468
O -0.7976 -0.2184 2.1542
Cu -0.2244 -0.4152 0.2008

Forces on the atoms, in the same order (eV/Å):
0.0 0.0 0.0
0.0 0.0 0.0
0.0 0.0 0.0
0.0 0.0 0.0
0.0 0.0 0.0
0.0 0.0 0.0
0.0 0.0 0.0
0.0 0.1 -0.1
0.0 0.0 0.0
0.0 0.0 0.0
0.0 0.0 -0.1
0.0 0.0 0.0
0.0 0.0 0.0
0.0 0.0 0.0
-0.1 0.4 0.0
0.0 0.0 0.0
0.1 0.0 0.1
0.0 0.0 -0.1
0.0 0.0 0.1
0.0 0.0 0.0
0.0 0.0 0.0
0.0 0.0 0.0
0.1 0.1 0.0
0.0 0.0 0.0
0.0 0.0 0.0
0.0 0.0 0.0
0.0 -0.1 0.1
0.0 0.0 0.0
0.0 0.0 0.0
0.0 0.0 0.1
0.0 0.0 0.0
0.0 0.0 0.0
-0.1 -0.1 -0.1
0.0 0.0 0.0
0.0 0.0 0.0
0.0 0.0 0.0
0.1 -0.3 0.3
0.0 0.0 0.0
0.0 0.0 0.0
0.0 0.0 0.0
0.0 0.0 0.0
0.0 0.0 0.0
0.0 0.0 0.0
0.0 0.0 0.0
0.0 0.0 0.0
0.1 0.0 0.0
0.1 -0.3 -0.1
-0.4 0.1 -0.1

These are the Mulliken partial charges, in e, on atoms 1 to 6: atom 1 (H): 0.308, atom 2 (H): 0.358, atom 3 (H): 0.359, atom 4 (H): 0.412, atom 5 (H): 0.333, atom 6 (C): 0.061

=====

Entry from the OMol25 dataset: a structure of composition C20H19EuOP at a distorted geometry (ωB97M-V with the def2-TZVPD basis set).

The calculation puts the calculated total energy at -1900.2296 Eh. Its total charge is 0. As for the spin multiplicity: 8. Its expectation value of S² is 15.764.

Geometry (Å):
C 3.9958 -0.5851 -0.0499
C 0.1656 -0.9676 5.0223
H 5.1710 0.9816 -0.9524
C -1.5507 -0.1168 -0.0360
C -2.0927 0.9880 0.6418
H 2.5538 -1.9704 0.8013
H -1.6758 0.9054 -4.6098
C -0.3315 -2.0398 2.9125
H -4.1448 -0.9471 -2.1117
C -4.1487 0.6694 -0.6169
H 0.8114 1.1107 4.9087
C 0.6709 1.7090 -1.2870
C 1.6136 -0.1745 0.0594
H 0.1030 -1.0299 -5.5635
C 0.4683 0.2682 2.9636
C 2.7244 -1.0001 0.3244
C -3.6008 -0.4051 -1.3295
H -2.1219 1.1036 -3.9848
C 0.5138 0.2152 4.3574
C -3.4130 1.3506 0.3639
C -0.2507 -2.0974 4.2994
C 4.1689 0.6571 -0.6777
H -1.5013 1.5265 1.3891
Eu -0.2694 -0.2246 -2.7477
O 0.2748 2.8233 -1.4235
P 0.0030 -0.9110 0.4439
H 3.2180 2.4318 -1.5042
H 4.8538 -1.2208 0.1702
H -1.8855 -1.7896 -1.4335
H -0.5232 -3.0145 4.8255
C 0.5060 -0.1079 -5.0980
H -3.8849 2.1727 0.9150
H -5.1861 0.9468 -0.8152
C 1.7982 1.0725 -0.6198
H 0.2281 -1.0057 6.1118
C 0.0474 -0.8591 2.2461
H 1.6102 -0.1623 -5.0210
C 3.0917 1.4808 -0.9752
H 0.1842 0.8002 -5.6324
H 0.7757 1.1609 2.4193
H -0.6503 -2.8935 2.3151
C -2.3201 -0.8513 -1.0011

Forces on the atoms, in the same order (eV/Å):
0.1 0.2 0.2
0.0 0.0 -0.2
-0.1 -0.1 0.1
-0.4 0.2 -0.1
-0.4 -0.4 -0.6
0.2 0.3 -0.1
-0.7 0.3 1.1
0.3 0.6 0.0
-0.1 0.4 0.4
0.0 0.0 0.0
0.0 -0.4 -0.1
-1.1 -3.0 -1.3
0.4 1.1 -0.9
0.3 0.4 -0.2
-0.1 -0.5 0.2
-0.6 0.4 -0.1
0.3 -0.3 0.1
0.4 -0.2 -1.0
-0.1 -0.1 -0.1
-0.1 0.0 -0.1
0.0 0.3 0.3
0.2 -0.1 -0.1
-0.3 -0.2 -0.3
0.5 0.1 0.0
0.0 2.6 0.6
0.5 -1.8 -0.1
0.0 -0.4 0.2
-0.2 0.2 -0.1
-0.5 0.8 0.5
0.1 0.3 -0.1
-0.1 -0.1 0.3
0.2 -0.3 -0.3
0.4 0.1 0.0
0.6 -0.1 1.0
-0.1 0.0 -0.3
-0.4 -0.2 0.5
-0.4 0.0 -0.4
0.3 -0.2 0.2
0.4 -0.4 -0.2
0.0 -0.1 0.2
0.1 0.1 0.2
0.3 0.7 0.9

These are the Mulliken partial charges, in e, on atoms 1 to 6: atom 1 (C): -0.669, atom 2 (C): -0.388, atom 3 (H): 0.380, atom 4 (C): 0.664, atom 5 (C): -0.406, atom 6 (H): 0.409

=====

Entry from the OMol25 dataset: the molecule C20H19F2N3O (ωB97M-V with the def2-TZVPD basis set).

The calculation puts the calculated total energy at -1212.7630 Eh. The SMILES is O=C(CN1CCN(c2ccccc2F)CC1)c1c[nH]c2ccc(F)cc12. As for the energy above the lowest of the compared OMol25 structures with the same formula, charge and spin: 20.61 kJ/mol. Its total charge is 0.

Geometry (Å):
F 6.6458 -1.2566 -1.8551
H -6.5137 1.8732 -2.1338
H -1.3701 -1.4860 2.7738
H 1.8272 1.7831 2.0239
C 4.6572 -0.6889 -0.7405
C -1.2409 -1.3959 -0.5405
C -1.7782 -1.5041 1.7607
H -3.6120 -0.4819 2.2987
C -2.7987 -0.3715 1.5831
C 4.0121 0.1995 0.1162
C -4.9877 0.8749 -1.0544
C 6.6754 0.6694 -0.5128
C 0.2963 -0.4225 1.0806
C -4.6127 0.0004 -0.0260
H -0.0196 0.6001 0.8088
H 0.5043 -0.4315 2.1544
C 5.9759 -0.4233 -1.0287
H 6.5694 2.4027 0.7455
H -2.3065 0.5973 1.7786
F -4.0438 1.4877 -1.8225
H -2.2851 -2.4617 1.6085
H -1.7719 0.7129 -0.7014
H 4.0713 2.8412 1.9531
C 4.7134 1.3073 0.6437
H 4.1449 -1.5411 -1.1542
C 2.6769 0.2633 0.6460
N 3.8456 2.0008 1.4467
H -5.4355 -1.2197 1.5295
H -0.4227 -1.2999 -1.2527
C -2.2653 -0.2700 -0.7585
N -3.3149 -0.3962 0.2309
H -8.3450 0.9008 -0.7554
C -6.3037 1.1895 -1.3259
H 7.7086 0.8038 -0.7905
C -7.3157 0.6521 -0.5523
C 2.6398 1.3825 1.4484
C -6.9833 -0.2032 0.4854
H -2.6883 -0.3828 -1.7557
H -7.7598 -0.6350 1.0989
N -0.6960 -1.4352 0.8022
C 1.6138 -0.6976 0.3590
C -5.6662 -0.5253 0.7363
H -1.7350 -2.3563 -0.7127
C 6.0451 1.5529 0.3361
O 1.7679 -1.6299 -0.3975

Forces on the atoms, in the same order (eV/Å):
0.0 0.0 0.0
0.0 0.1 -0.1
0.0 0.0 0.0
-0.1 0.1 0.1
0.4 0.0 -0.2
-0.1 0.2 -0.3
-0.2 0.2 0.1
0.0 0.0 0.0
0.1 -0.2 0.2
0.2 0.4 0.2
0.0 0.1 0.1
0.0 -0.1 0.0
-0.3 -0.3 -0.2
-0.4 0.2 -0.2
0.1 0.0 0.1
0.0 0.1 0.0
-0.2 0.0 0.1
0.1 0.1 0.0
-0.1 0.0 0.1
-0.1 -0.1 0.2
-0.1 0.0 0.1
-0.1 0.0 -0.1
-0.1 -0.1 -0.1
0.2 -0.6 -0.5
0.0 -0.1 -0.1
0.4 0.2 0.0
-0.1 0.4 0.3
0.1 -0.1 0.0
0.0 -0.1 0.0
0.3 -0.3 -0.1
0.3 -0.1 0.0
-0.1 0.0 0.0
0.0 0.0 0.0
0.1 0.0 0.0
0.0 0.0 0.0
-0.3 -0.3 -0.1
-0.1 0.0 0.1
0.1 0.1 0.1
-0.1 0.0 0.1
0.2 0.0 0.2
-0.3 0.3 0.3
0.0 0.1 -0.1
0.0 0.0 -0.1
0.0 0.0 0.0
0.1 0.0 0.0

These are the Mulliken partial charges, in e, on atoms 1 to 6: atom 1 (F): -0.347, atom 2 (H): 0.430, atom 3 (H): 0.448, atom 4 (H): 0.473, atom 5 (C): -0.590, atom 6 (C): -1.265

=====

Entry from the OMol25 dataset: the molecule C20H19F3N2O3 at a distorted geometry (ωB97M-V with the def2-TZVPD basis set).

The calculation puts the calculated total energy at -1408.2936 Eh. The SMILES is COc1cc(N(C)c2ccnc3ccc(C(F)(F)F)cc23)cc(OC)c1OC. As for the energy above the lowest of the compared OMol25 structures with the same formula, charge and spin: 309.91 kJ/mol. Its total charge is 0.

Geometry (Å):
C 2.3348 -0.6855 -0.7701
C -2.0946 5.0463 1.1018
H -0.2353 -4.0271 -3.7680
H 1.3981 -4.4698 -4.4061
H 1.1803 -4.2470 -2.6429
C -2.1615 3.6338 1.6820
H 4.6621 0.7920 1.1196
C -1.4704 0.0331 0.8931
N -1.3269 -0.0629 -0.4498
C 3.5933 0.7008 0.7801
F -2.5990 5.9779 1.9812
C -2.4080 3.4727 3.0712
H 4.8565 -3.7030 -1.9373
C -1.7870 -1.2539 2.8899
C -1.8377 2.4896 0.9484
O 1.1622 -2.4674 -3.8056
H 3.2914 1.6010 0.2895
C 1.1213 -0.2046 -0.3114
C -0.0363 -1.2472 -2.1523
H -2.5977 4.3146 3.7751
F -0.8336 5.3855 0.8023
C -0.0686 -0.5418 -0.9498
C 1.1620 -1.7437 -2.6302
C -2.0975 1.0820 2.9380
H -2.9805 -0.7628 -1.6362
H -1.8075 -2.2138 3.3495
C 4.0766 -3.1285 -1.4155
H -2.5428 2.0406 4.7233
H 4.4809 -2.6416 -0.5343
H -1.5935 2.5593 -0.0903
H -3.2411 0.8311 -0.9670
H -2.1041 0.6066 -2.3081
C -1.4216 -1.1745 1.5781
C 0.8492 -3.8802 -3.6575
O 3.5162 -2.1343 -2.2588
H 2.9889 0.4343 1.6622
C -2.4050 2.2116 3.6627
C -1.8103 1.2037 1.5831
N -2.1312 -0.1325 3.5671
C 2.3373 -1.5709 -1.8548
O 3.5510 -0.3681 -0.1705
H 3.3495 -3.8713 -1.0994
F -2.7667 5.1066 -0.0607
C -2.4677 0.1680 -1.3959
H -0.9385 -1.4437 -2.7214
H 1.0396 0.3731 0.5843
H -1.1865 -2.0880 1.0115

Forces on the atoms, in the same order (eV/Å):
0.4 0.2 0.7
-0.3 -0.8 0.4
0.3 0.0 0.0
-0.2 0.5 0.1
-0.4 0.4 -0.9
0.5 -0.8 0.4
-1.1 -0.2 -0.5
-0.9 -1.7 1.4
0.9 0.8 -3.3
0.9 -1.2 0.5
0.5 -0.8 -1.2
-0.3 -0.5 1.5
-0.2 0.7 -0.1
-0.4 3.0 1.1
-0.5 0.7 1.1
0.3 -0.6 0.3
-0.4 0.8 0.0
-0.4 -0.2 0.2
-0.3 0.2 0.1
0.1 -0.5 -1.1
0.1 0.3 0.3
-1.1 0.3 -0.8
0.6 -0.5 0.7
-0.1 -2.3 0.0
0.1 -0.2 0.0
-0.2 -0.4 0.8
0.1 -0.1 0.3
-0.2 0.4 0.0
0.2 -0.1 0.2
0.1 0.0 -0.5
0.6 -0.2 0.1
0.2 0.2 -0.3
0.4 -0.2 -1.5
0.4 0.2 1.0
0.1 -0.3 -0.8
0.1 0.4 -0.3
0.1 2.0 0.4
0.2 1.2 -1.3
0.4 -1.4 0.1
0.3 -0.1 -0.8
-0.6 -0.6 -0.6
-0.4 0.0 0.1
-0.3 0.4 0.3
0.3 -0.1 1.3
0.1 0.0 0.1
0.2 0.4 0.3
-0.1 0.5 0.3

These are the Mulliken partial charges, in e, on atoms 1 to 6: atom 1 (C): 0.355, atom 2 (C): 1.015, atom 3 (H): 0.269, atom 4 (H): 0.272, atom 5 (H): 0.225, atom 6 (C): -0.397

=====

no.,molar mass (u)
1,707.563
2,463.353
3,598.396
4,458.309
5,355.388
6,392.377